Here is a single C18H25N5O2 molecule at a distorted geometry from the Open Molecules 2025 dataset. Energies are from ωB97M-V/def2-TZVPD.

Element x y z (Å)
H1 -3.79196 -0.14379 -2.76595
C1 -0.04739 -1.48103 6.37536
H2 -3.36773 1.02596 4.22074
C2 0.98827 1.46750 -3.56980
H3 -2.43074 -2.46981 -1.17171
H4 1.09689 2.25907 -2.83765
O1 -1.67445 1.46263 -3.20917
H5 -4.04854 -0.56737 -1.07548
H6 0.49236 1.94222 -4.43642
H7 5.05685 0.91995 -0.29681
C3 2.36081 0.98660 -4.03242
C4 -2.34941 -1.68262 -1.97011
C5 2.44057 -0.97558 -2.63707
H8 0.98933 -1.28264 3.84031
H9 -2.42773 2.00907 -1.22605
N1 -2.22381 1.16840 1.77941
H10 -2.77445 2.02100 1.89778
N2 0.26308 0.31924 -2.98099
C6 3.86842 0.97641 -2.03859
H11 3.47006 0.23891 -0.03370
H12 3.01223 -1.51703 -1.87627
C7 0.96230 -0.70562 -2.19288
C8 -0.45862 -0.11666 2.80633
C9 -1.88927 -0.26867 -1.63403
H13 0.08565 -0.06994 1.87834
N3 3.04232 0.31240 -2.93715
H14 0.44795 -1.68119 -2.20047
H15 4.67596 -0.70339 -0.87211
C10 0.02614 -0.79286 3.93686
C11 -3.36114 -0.55499 -1.90490
C12 -1.94347 -0.22404 5.22203
H16 -2.51275 -0.18962 6.16192
H17 -1.46424 -0.90836 0.36598
N4 -1.58942 -0.07350 -0.20670
C13 -2.04487 1.02447 0.45164
H18 0.97672 -0.35813 -1.18410
H19 0.86720 -2.04946 6.12763
C14 -1.71283 0.50159 2.88419
H20 2.49998 -1.55428 -3.57502
H21 0.17932 -0.68981 7.06082
C15 -1.08594 0.51952 -2.69028
O2 4.35218 2.07608 -2.31492
C16 -2.43467 0.49912 4.10036
C17 4.28950 0.30611 -0.73873
C18 -0.67743 -0.87569 5.13789
H22 -0.72623 -2.18998 6.84294
H23 2.94755 1.82606 -4.37627
H24 -2.10595 -2.04932 -2.96053
N5 -2.51213 2.00576 -0.19569
H25 2.26349 0.30732 -4.94854

Forces on the atoms, in the same order (eV/Å):
-0.322 0.308 -1.318
-0.065 -0.780 -1.013
-0.162 0.079 -0.311
0.321 -0.467 -0.649
0.350 0.974 -0.854
0.104 0.150 0.377
0.286 -0.529 -0.065
0.232 0.195 0.355
-0.284 -0.703 0.528
0.200 0.200 0.009
-0.029 -0.266 -0.751
-0.546 -0.157 0.440
-0.858 0.751 -0.430
0.030 0.034 0.202
-0.105 -0.405 0.994
-0.465 -0.016 1.803
0.312 -0.479 0.229
-1.516 -0.669 0.177
0.774 0.909 -1.113
-0.340 -0.003 0.108
-0.394 0.192 -0.089
0.975 -0.826 -0.500
-0.866 -0.369 1.127
-0.393 -1.427 1.295
0.270 -0.004 -0.038
0.711 -0.308 0.759
-0.212 0.564 -0.176
0.048 -0.002 -0.129
-0.212 -0.017 -0.509
1.212 -0.381 0.576
0.714 0.670 -1.307
0.337 -0.154 -0.460
0.065 0.208 -0.540
1.433 -1.803 0.182
-0.986 1.144 -2.491
0.225 0.094 1.034
-0.313 0.422 0.108
0.210 -0.125 0.376
-0.284 0.004 0.386
0.263 0.303 0.577
0.072 1.620 -0.124
-0.853 -0.847 0.202
1.023 -1.224 0.924
-0.290 -0.300 -0.343
-0.673 0.681 0.061
-0.115 0.033 0.198
0.202 0.277 0.175
0.117 -0.068 0.111
-0.311 1.980 -1.523
0.109 0.538 1.419

For the HOMO-LUMO gap, the calculation gives 8.20 eV. The SMILES is [H]/N=C(/Nc1ccc(C)cc1)NC1(C(=O)N2CCN(C(C)=O)CC2)CC1. For the energy, the calculation gives -30616.3812 eV. For the energy above the lowest of the compared OMol25 structures with the same formula, charge and spin, the calculation gives 18.2 kcal per mole.

Here is a molecular structure, C18H25NO3 at a distorted geometry from the Open Molecules 2025 dataset. Energies are from ωB97M-V/def2-TZVPD.

Element x y z (Å)
H1 1.22218 3.80760 0.55686
C1 0.55555 1.50313 1.29621
O1 -1.29915 -1.28314 -0.47320
H2 3.24230 3.37025 -1.13588
C2 -0.32964 -0.59941 0.24042
H3 -2.73858 -1.08464 1.39928
H4 2.48484 1.95825 -1.37346
C3 -4.13288 0.03796 2.52579
C4 1.59716 -1.45786 -1.13326
C5 -2.77403 -0.50944 2.25145
H5 -3.87058 2.63294 2.03423
H6 0.55824 3.54049 -1.12042
H7 -1.69461 1.50768 2.63448
H8 -0.35682 -2.31019 -1.94186
H9 -4.13092 0.73221 3.36182
H10 -1.85710 2.06823 0.40081
C6 -4.90616 0.62561 1.43041
H11 -2.18387 -0.94003 3.06618
H12 0.68622 -3.59206 -4.02555
H13 -4.95172 -0.05386 0.65480
C7 2.61273 2.57469 -0.56750
H14 1.76088 -0.36928 0.63660
O2 0.40360 2.17383 -0.06189
C8 5.12345 -2.49041 -2.19163
C9 3.02996 -1.68400 -1.11032
H15 -2.56717 0.71293 -0.24413
C10 1.10653 3.13003 -0.23195
C11 -3.96807 1.89658 1.11304
H16 -5.73630 0.90556 2.02244
H17 5.46969 -3.32538 -1.99975
C12 -2.47443 1.37360 0.67027
C13 2.93480 -3.09010 -3.05333
H18 3.38998 -3.71138 -3.82450
C14 -2.01979 0.60835 1.72950
H19 3.37200 -1.17276 -0.45636
N1 0.98794 -1.02114 -0.17935
O3 1.34003 1.93407 2.25295
H20 5.48888 -1.72037 -1.64354
H21 -4.42038 2.18926 0.18954
C15 -0.48719 0.28851 1.32202
H22 5.51312 -2.46651 -3.24096
C16 1.41659 -2.96129 -3.15912
C17 3.66488 -2.23658 -2.09693
H23 -4.84727 -1.05210 2.97120
H24 -0.07875 -0.28516 2.20293
H25 3.11633 2.26589 0.30743
C18 0.74750 -2.42057 -2.00579

Forces on the atoms, in the same order (eV/Å):
-0.202 1.406 1.334
1.440 2.290 1.836
4.129 4.358 4.462
-0.831 -0.750 1.515
-2.064 -7.574 -8.775
-0.581 -2.514 -1.605
-0.301 -2.674 -1.430
-2.270 -5.812 3.693
2.345 -9.666 -9.226
0.519 1.145 0.961
-0.537 -1.319 -2.213
1.546 1.178 0.216
-1.328 -2.545 -1.812
1.191 -0.311 -0.012
0.157 -0.104 0.289
3.204 4.510 -1.294
3.534 2.921 2.222
-0.708 -0.238 0.107
2.643 1.914 2.746
-0.824 -0.976 -1.920
-0.648 5.200 -1.195
-2.551 -2.554 -3.055
-7.272 -12.698 7.555
-2.998 6.810 -4.283
-8.327 -1.767 -5.383
-0.347 0.601 0.767
8.500 7.896 -5.080
0.663 -1.037 -0.522
-1.811 0.532 -0.839
2.648 -8.268 3.201
-8.427 -2.270 -1.838
-4.180 2.337 -0.232
0.355 0.484 0.281
7.456 3.575 4.374
5.354 6.144 8.315
-2.882 9.847 13.980
-4.678 -2.480 -6.002
2.369 2.038 1.616
-0.184 1.797 -0.269
1.251 0.973 4.254
-0.621 0.958 0.466
1.002 -2.196 0.938
0.099 -6.789 -5.523
1.979 3.169 -0.982
-0.280 0.305 -0.532
0.427 -0.687 0.714
2.041 2.842 -1.820

For the HOMO-LUMO gap, the calculation gives 7.15 eV. For the energy, the calculation gives -26690.4199 eV. For the energy above the lowest of the compared OMol25 structures with the same formula, charge and spin, the calculation gives 369.1 kcal per mole.

Here is a single C18H25NO5S molecule from the Open Molecules 2025 dataset. Energies are from ωB97M-V/def2-TZVPD.

Element x y z (Å)
C1 0.14066 -2.94178 1.48384
H1 3.86034 -0.99336 -1.36732
O1 -4.07972 1.41074 -0.41051
C2 1.64602 -3.07902 -0.89496
H2 0.77231 -4.98369 1.82280
C3 0.90891 2.82837 -0.29100
C4 0.60054 1.76731 2.25010
H3 -0.77373 -3.19346 0.94331
O2 -2.19327 0.32159 0.12518
C5 1.37780 -4.35102 -0.15118
C6 1.85569 1.83944 1.68372
H4 -0.11858 -2.79712 2.53419
H5 -6.37905 1.05954 -1.65825
H6 2.22192 -5.03298 -0.28290
C7 1.36929 -1.86994 -0.42554
H7 -3.40474 0.45657 -2.11357
H8 -0.06906 -0.90563 0.81031
H9 -5.29701 1.99696 -2.69060
O3 -1.70973 2.08092 2.18413
H10 -5.69764 0.32747 -3.11822
S1 3.60770 2.33801 -0.37682
C8 -5.49981 1.00604 -2.29400
C9 -2.89507 2.22129 1.45013
H11 -3.70601 2.03341 2.15970
H12 0.45016 1.36120 3.23719
H13 3.15240 1.30436 -2.32509
H14 2.08352 -3.79824 1.80378
H15 -3.02315 3.23193 1.04129
C10 -0.35508 2.75983 0.26872
O4 4.58597 2.03636 0.62334
H16 3.40708 -0.20231 0.14803
C11 0.72277 -1.65143 0.91266
C12 -4.31033 0.50416 -1.49940
C13 1.14079 -4.08115 1.33120
C14 -2.99261 1.19601 0.32018
H17 1.08434 0.19592 -0.88462
C15 3.20189 -0.23909 -0.92307
C16 -0.51784 2.20840 1.53838
C17 1.99983 2.35708 0.40982
H18 0.49901 -4.84158 -0.58402
H19 2.09282 -3.19027 -1.87453
N1 3.56224 1.06044 -1.43861
H20 2.73546 1.50351 2.20892
O5 3.76017 3.51179 -1.18531
C18 1.73761 -0.62418 -1.18753
H21 1.61268 -0.78672 -2.26112
H22 -4.49581 -0.49343 -1.08758
H23 1.05964 3.25219 -1.27175
H24 -1.19937 3.12527 -0.29459
H25 1.46803 -1.23972 1.60114

Forces on the atoms, in the same order (eV/Å):
0.262 0.092 0.146
-0.062 0.048 0.174
-0.303 0.335 0.032
-0.040 -0.168 -0.061
0.068 -0.005 0.042
-0.063 0.074 0.003
-0.310 0.101 -0.099
-0.098 -0.009 0.001
-0.105 -0.070 0.018
0.073 -0.022 0.202
0.008 -0.012 0.062
-0.086 -0.003 -0.007
-0.131 -0.002 0.008
-0.051 -0.045 -0.032
-0.005 0.242 -0.138
-0.128 -0.022 0.125
0.068 0.083 0.019
-0.014 0.087 -0.083
0.064 -0.067 0.001
-0.034 -0.062 -0.089
-0.024 -0.118 -0.482
0.304 0.016 0.357
-0.069 -0.049 -0.151
0.061 0.072 -0.158
0.001 -0.066 0.124
-0.064 0.233 -0.148
0.068 -0.023 0.064
0.008 -0.128 0.044
-0.110 0.007 0.090
-0.243 -0.235 0.182
0.009 -0.269 0.031
-0.177 -0.227 0.051
-0.003 -0.339 -0.383
-0.247 -0.105 -0.129
0.251 -0.023 0.241
-0.015 0.006 -0.066
-0.178 -0.387 0.157
0.451 0.012 0.039
0.711 0.037 -0.242
0.032 -0.093 -0.002
0.046 0.117 -0.196
0.212 0.855 0.364
0.058 -0.072 0.136
-0.311 -0.050 -0.102
0.242 -0.116 0.052
-0.040 0.043 -0.039
0.081 0.126 -0.050
-0.078 0.069 -0.135
-0.082 0.038 -0.049
-0.007 0.091 0.075

For the HOMO-LUMO gap, the calculation gives 9.29 eV. The SMILES is CCOC(=O)COc1ccc(S(=O)(=O)NCCC2=CCCCC2)cc1. For the energy, the calculation gives -41634.1611 eV. For the energy above the lowest of the compared OMol25 structures with the same formula, charge and spin, the calculation gives 13.0 kcal per mole.

We obtain LUMO values of 0.4 -0.3 0.5 eV for the records listed above, in that order.